Entry 1:
The following is a DFT calculation (ωB97M-V/def2-TZVPD) of a molecular structure, C27H46GeN6SSiSm.

Geometry as XYZ:
```
83
Properties=species:S:1:pos:R:3
Sm 0.274 -0.338 -0.090
C 0.020 -1.822 -4.529
C -0.070 -1.333 -3.120
N 0.799 -0.584 -2.537
C 2.064 -0.224 -3.137
C 2.613 1.026 -2.430
N 2.486 0.903 -0.971
C 2.763 2.148 -0.249
C 2.142 2.079 1.150
N 0.697 1.862 1.019
C 0.021 1.646 2.304
C -1.500 1.452 2.093
N -1.844 0.756 0.846
C -2.329 -0.632 0.988
C -3.388 -0.932 2.028
C -2.177 -1.450 -0.119
C -2.652 -2.812 -0.167
C -2.381 -3.597 -1.239
C -1.600 -3.104 -2.310
C -1.152 -1.805 -2.229
N -1.492 -0.953 -1.235
H 0.265 -0.992 -5.192
H -0.919 -2.256 -4.856
H 0.806 -2.570 -4.624
H 2.000 -0.020 -4.214
H 2.753 -1.070 -2.991
H 2.024 1.890 -2.748
H 3.656 1.182 -2.732
H 3.151 0.184 -0.666
H 2.295 2.969 -0.804
H 3.835 2.368 -0.160
H 2.375 2.999 1.711
H 2.567 1.228 1.702
H 0.291 2.701 0.592
H 0.174 2.496 2.988
H 0.464 0.760 2.774
H -1.959 2.445 2.071
H -1.892 0.930 2.972
H -3.031 -1.617 2.800
H -4.261 -1.390 1.562
H -3.725 -0.019 2.512
H -3.207 -3.205 0.670
H -2.720 -4.620 -1.270
H -1.304 -3.758 -3.113
C 3.346 -5.455 0.139
Si 2.611 -5.360 1.888
C 4.013 -5.388 3.187
C 1.444 -6.852 2.139
C 1.551 -3.840 2.370
C 1.009 -3.868 3.641
C 0.209 -2.830 4.106
C -0.033 -1.776 3.258
N 0.476 -1.685 2.019
C 1.267 -2.704 1.587
S 1.950 -2.477 0.024
H 3.877 -6.395 0.020
H 4.045 -4.649 -0.054
H 2.576 -5.411 -0.624
H 4.623 -6.277 3.062
H 3.624 -5.403 4.201
H 4.670 -4.526 3.106
H 1.965 -7.777 1.913
H 0.571 -6.802 1.494
H 1.088 -6.926 3.163
H 1.213 -4.713 4.281
H -0.213 -2.848 5.097
H -0.656 -0.950 3.578
C -3.767 3.910 -1.811
Ge -2.213 3.189 -0.819
C -0.789 2.601 -2.094
C -1.615 4.656 0.416
C -2.848 1.523 0.091
H -3.470 4.752 -2.431
H -4.535 4.257 -1.124
H -4.206 3.154 -2.456
H 0.028 3.309 -2.190
H -1.238 2.492 -3.078
H -0.408 1.618 -1.786
H -1.702 5.589 -0.134
H -0.594 4.582 0.780
H -2.279 4.727 1.273
H -3.209 0.882 -0.717
H -3.723 1.749 0.716
```

Results
2S+1: 6
HOMO energy (spin up / spin down): -9.27 / -9.29 eV
net charge: +1
energy above the lowest of the compared OMol25 structures with the same formula, charge and spin: 7.6 kcal per mole

***

Entry 2:
The following is a DFT calculation (ωB97M-V/def2-TZVPD) of a molecular structure, C27H47Al2Cl2F5IKMgN2O8.

Geometry as XYZ:
```
96
Properties=species:S:1:pos:R:3
C 2.126 -2.365 2.453
C 1.334 -1.338 1.435
C 2.107 -1.049 0.018
I 3.543 -2.667 -0.430
C 2.800 0.471 -0.061
C 3.502 0.805 -1.506
C 4.795 1.810 -1.434
C 6.223 1.053 -1.071
N 7.122 2.083 -0.365
C 3.592 0.816 1.338
C 2.900 2.188 1.998
O 3.440 3.124 2.784
O 1.506 2.154 1.442
C 1.686 1.708 0.046
C 0.181 1.470 -0.557
H 1.649 -2.227 3.538
H 1.922 -3.483 2.117
H 3.269 -2.137 2.581
H 1.129 -0.351 2.074
H 0.263 -1.824 1.254
H 1.278 -1.124 -0.837
H 2.674 1.376 -2.149
H 3.813 -0.130 -2.137
H 4.562 2.699 -0.672
H 4.947 2.317 -2.480
H 6.018 0.219 -0.245
H 6.742 0.556 -2.005
H 7.859 1.583 0.215
H 6.535 2.577 0.345
H 3.691 -0.039 2.165
H 4.727 1.174 1.281
H 2.092 2.684 -0.505
H 0.128 1.890 -1.660
H -0.242 0.386 -0.435
H -0.545 2.174 0.077
O 3.948 2.811 7.040
C 3.381 3.719 6.232
C 3.620 5.185 6.831
O 3.043 6.092 6.030
H 2.291 3.637 6.072
H 3.747 3.761 5.191
H 4.711 5.269 6.981
H 3.264 5.141 7.876
C -0.126 4.853 -3.367
C 0.708 4.025 -4.116
C 0.377 3.707 -5.433
C -0.785 4.226 -6.004
C -1.618 5.058 -5.256
C -1.291 5.368 -3.936
H 0.130 5.098 -2.339
H 1.617 3.626 -3.673
H 1.024 3.056 -6.014
H -1.041 3.983 -7.032
H -2.523 5.464 -5.702
H -1.943 6.012 -3.352
Mg 4.590 2.239 8.723
K -1.888 3.914 -1.609
C 0.614 0.006 10.868
Cl 0.752 -1.753 10.753
Cl 1.641 0.804 9.670
H -0.425 0.294 10.693
H 0.921 0.323 11.867
F -7.204 3.069 -5.931
Al -5.912 4.247 -5.500
F -5.142 3.754 -3.949
F -6.632 5.888 -5.318
F -4.669 4.279 -6.804
Al 0.699 -3.240 -0.330
C -2.586 -10.498 0.160
C -1.263 -9.826 -0.161
O -1.470 -8.534 -0.745
C -1.818 -7.548 0.118
O -1.956 -7.666 1.328
O -2.014 -6.412 -0.595
C -2.486 -5.316 0.186
H -3.227 -10.532 -0.727
H -2.426 -11.517 0.522
H -3.138 -9.945 0.928
H -0.725 -10.426 -0.903
H -0.618 -9.754 0.723
H -1.837 -5.131 1.048
H -3.514 -5.507 0.510
H -2.482 -4.423 -0.445
C -6.057 -0.271 -2.051
O -5.194 -0.948 -1.507
N -6.451 -0.385 -3.367
C -7.483 0.456 -3.939
C -5.813 -1.377 -4.208
H -6.604 0.512 -1.502
H -8.297 -0.178 -4.301
H -7.058 1.020 -4.775
H -7.877 1.157 -3.197
H -5.971 -2.367 -3.771
H -4.738 -1.175 -4.243
H -6.227 -1.349 -5.219
F 0.081 -4.557 2.360
```

Results
HOMO energy: -12.06 eV
net charge: +2

***

Entry 3:
The following is a DFT calculation (ωB97M-V/def2-TZVPD) of 2 unconnected molecules or ions with the total composition C27H47F8NO3.

Geometry as XYZ:
```
86
Properties=species:S:1:pos:R:3
C 2.299 -1.004 1.064
C 1.319 -0.340 1.706
C -0.116 0.036 1.293
O -0.737 0.208 2.556
C -0.766 -0.935 3.414
C 0.029 -0.762 4.722
C 1.172 -1.792 4.827
C -0.869 -0.911 0.278
C -2.219 -1.512 0.744
C -3.416 -1.813 -0.195
C -3.682 -1.069 -1.501
C -0.005 -2.142 -0.155
C -0.622 -3.022 -1.246
O 0.475 -3.348 -2.091
C 0.212 -3.292 -3.463
C 1.534 -3.034 -4.180
F 2.508 -3.889 -3.810
F 1.304 -3.250 -5.508
C 1.963 -1.540 -4.006
F 2.594 -1.143 -5.134
F 0.874 -0.747 -3.871
C 2.951 -1.266 -2.815
F 2.817 -2.165 -1.821
F 2.587 -0.052 -2.282
C 4.412 -1.074 -3.232
F 4.880 -2.173 -3.864
F 5.136 -0.883 -2.092
C -0.799 -0.034 -1.026
C 0.193 1.099 -0.696
N -0.151 1.452 0.704
C 0.897 2.384 1.302
C 2.233 2.522 0.579
C 3.177 3.373 1.460
C -1.436 2.271 0.848
C -1.548 3.297 -0.290
C -2.783 1.533 0.912
C -3.998 2.488 0.895
C -3.945 3.608 1.947
H 2.603 -0.861 0.035
H 2.885 -1.727 1.625
H 1.618 0.108 2.646
H -1.811 -1.042 3.718
H -0.534 -1.877 2.922
H -0.641 -0.979 5.550
H 0.420 0.250 4.790
H 0.872 -2.752 4.411
H 2.022 -1.450 4.239
H 1.464 -1.941 5.863
H -2.595 -0.904 1.562
H -1.968 -2.450 1.238
H -3.383 -2.873 -0.450
H -4.321 -1.726 0.407
H -2.855 -1.030 -2.204
H -4.485 -1.595 -2.018
H -4.054 -0.052 -1.379
H 0.860 -1.712 -0.645
H 0.323 -2.696 0.720
H -1.394 -2.530 -1.835
H -1.027 -3.937 -0.808
H -0.221 -4.226 -3.833
H -0.451 -2.478 -3.761
H 4.498 -0.156 -3.828
H -0.422 -0.516 -1.925
H -1.698 0.465 -1.381
H 0.302 1.903 -1.408
H 1.140 0.568 -0.773
H 0.515 3.403 1.286
H 1.003 2.182 2.365
H 2.089 3.081 -0.343
H 2.730 1.586 0.353
H 4.216 3.100 1.314
H 2.924 3.233 2.512
H 3.032 4.424 1.225
H -1.410 2.767 1.810
H -2.106 2.874 -1.119
H -2.001 4.211 0.078
H -0.570 3.605 -0.657
H -2.890 1.014 1.861
H -2.947 0.811 0.124
H -4.831 1.847 1.188
H -4.239 2.839 -0.105
H -3.701 4.586 1.540
H -4.909 3.681 2.444
H -3.239 3.365 2.741
O 5.473 2.544 -4.410
H 5.240 1.983 -3.656
```

Results
HOMO energy: -4.29 eV

***

Entry 4:
The following is a DFT calculation (ωB97M-V/def2-TZVPD) of a molecular structure, C27H47GeMnN4O2P2S3Si.

Geometry as XYZ:
```
88
Properties=species:S:1:pos:R:3
Mn -0.007 0.259 -0.175
C -3.116 1.960 -1.162
P -1.358 2.179 -0.751
C -0.792 3.287 -2.080
C -1.389 3.267 0.731
C -0.027 3.286 1.435
P 0.617 1.573 1.670
C 2.365 1.789 2.101
C -0.104 1.089 3.261
H -3.526 2.906 -1.517
H -3.664 1.638 -0.277
H -3.224 1.205 -1.942
H -1.501 4.111 -2.176
H -0.745 2.733 -3.018
H 0.199 3.677 -1.870
H -2.161 2.863 1.393
H -1.695 4.273 0.433
H -0.097 3.768 2.412
H 0.709 3.840 0.846
H 2.458 2.618 2.804
H 2.973 1.969 1.223
H 2.722 0.876 2.576
H 0.209 1.790 4.035
H 0.210 0.080 3.530
H -1.190 1.089 3.179
C 2.923 -1.543 -4.790
Si 3.045 0.292 -5.080
C 1.737 0.856 -6.277
C 4.741 0.622 -5.800
C 2.911 1.378 -3.538
C 3.655 2.544 -3.506
C 3.607 3.402 -2.410
C 2.812 3.023 -1.356
N 2.056 1.918 -1.341
C 2.061 1.118 -2.427
S 0.934 -0.211 -2.460
H 3.365 -2.063 -5.645
H 1.890 -1.869 -4.673
H 3.466 -1.841 -3.889
H 1.807 0.319 -7.228
H 1.832 1.926 -6.482
H 0.743 0.675 -5.859
H 4.940 -0.090 -6.605
H 5.517 0.493 -5.041
H 4.842 1.626 -6.221
H 4.299 2.795 -4.342
H 4.179 4.319 -2.372
H 2.762 3.651 -0.472
C 1.160 -3.700 -1.132
Ge 0.976 -2.955 0.664
C 2.351 -3.786 1.787
C -0.738 -3.409 1.481
C 1.328 -1.042 0.742
H 0.192 -3.996 -1.537
H 1.803 -4.581 -1.095
H 1.604 -2.964 -1.804
H 2.227 -4.872 1.760
H 2.249 -3.456 2.823
H 3.358 -3.545 1.443
H -1.414 -3.870 0.757
H -1.214 -2.509 1.870
H -0.580 -4.105 2.308
H 2.267 -0.833 0.223
H 1.507 -0.849 1.805
N -3.153 -2.369 7.333
C -3.242 -1.747 6.106
C -3.236 -0.353 6.010
C -3.371 0.268 4.780
C -3.499 -0.495 3.627
C -3.511 -1.883 3.713
C -3.373 -2.504 4.936
S -3.755 0.267 2.065
O -3.656 1.695 2.274
O -4.989 -0.263 1.531
N -2.496 -0.198 1.199
C -2.618 -0.987 0.124
S -3.991 -1.898 -0.464
C -3.027 -2.484 -1.774
C -1.790 -1.963 -1.726
N -1.553 -1.118 -0.659
H -2.880 -1.834 8.135
H -2.980 -3.356 7.371
H -3.135 0.244 6.910
H -3.376 1.347 4.700
H -3.624 -2.479 2.816
H -3.378 -3.587 4.997
H -3.432 -3.158 -2.510
H -1.001 -2.137 -2.440
```

Results
2S+1: 5
HOMO energy (spin up / spin down): -7.50 / -7.61 eV
energy above the lowest of the compared OMol25 structures with the same formula, charge and spin: 0.0 kcal per mole

***

Entry 5:
The following is a DFT calculation (ωB97M-V/def2-TZVPD) of a molecular structure, C27H47N3OPW.

Geometry as XYZ:
```
80
Properties=species:S:1:pos:R:3
C 0.930 -2.169 0.209
C 1.814 -1.324 -0.552
C 1.403 -1.390 -1.928
C 0.207 -2.188 -2.003
C -0.075 -2.689 -0.681
W -0.166 -0.555 -0.705
C -2.293 1.241 -0.709
C -1.819 0.799 0.550
H -1.607 1.546 1.320
C -1.598 -0.579 0.841
H -2.354 -1.266 1.215
H -1.029 -0.629 2.581
C -2.530 2.696 -0.992
H -1.959 3.369 -0.343
H -2.286 2.956 -2.031
H -3.598 2.921 -0.854
C -3.023 0.292 -1.601
H -2.862 -0.762 -1.329
H -4.109 0.487 -1.537
H -2.745 0.409 -2.664
C 2.987 -0.581 -0.013
H 2.817 -0.289 1.031
H 3.901 -1.193 -0.047
H 3.179 0.337 -0.583
C 2.147 -0.799 -3.073
H 2.551 0.190 -2.824
H 2.999 -1.435 -3.358
H 1.507 -0.686 -3.954
C -0.587 -2.464 -3.231
H -0.568 -1.611 -3.922
H -0.194 -3.336 -3.772
H -1.637 -2.669 -2.986
C -1.206 -3.593 -0.327
H -2.117 -3.333 -0.883
H -0.962 -4.637 -0.573
H -1.442 -3.546 0.742
C 1.125 -2.496 1.648
H 0.253 -3.021 2.057
H 2.004 -3.147 1.788
H 1.305 -1.582 2.239
C 0.190 1.413 -1.661
C 0.613 2.412 -0.812
C 0.022 1.635 -3.036
C 1.118 3.597 -1.352
H 0.622 2.166 0.266
C 0.410 2.874 -3.561
H -0.411 0.858 -3.670
C 0.998 3.831 -2.726
H 1.620 4.328 -0.707
H 0.264 3.067 -4.625
H 1.374 4.759 -3.162
C -0.908 -1.640 4.428
N -1.015 -0.375 3.625
C -2.356 0.272 3.901
P 0.327 0.896 3.828
O 0.137 1.812 2.673
N -0.029 1.618 5.259
C -0.255 3.076 5.271
C 0.180 1.055 6.598
N 1.810 0.165 3.795
C 2.283 -0.739 4.853
C 2.901 1.046 3.320
H -1.828 -2.215 4.257
H -0.829 -1.387 5.491
H -0.054 -2.238 4.097
H -2.296 0.777 4.871
H -2.594 0.983 3.106
H -3.112 -0.520 3.926
H -0.431 3.430 4.249
H -1.139 3.303 5.885
H 0.614 3.609 5.689
H -0.614 1.438 7.260
H 0.124 -0.041 6.607
H 1.151 1.369 7.018
H 3.246 -1.137 4.513
H 2.449 -0.222 5.811
H 1.608 -1.587 5.003
H 2.606 1.553 2.394
H 3.180 1.801 4.073
H 3.775 0.413 3.122
```

Results
HOMO energy (spin up / spin down): -17.19 / -17.08 eV
net charge: +3